Density functional theory data (ωB97M-V/def2-TZVPD) for a 12-piece molecular cluster, C49H129N7O15 overall in a non-equilibrium geometry.

```
200
Properties=species:S:1:pos:R:3:forces:R:3
O -1.074691 -6.223487 -5.807275 -0.321 -0.957 -0.599
O 0.609107 2.101644 -2.602152 -0.877 0.066 0.122
O -2.239066 5.836382 -1.254605 0.445 0.314 0.431
O -3.708403 -2.477669 1.453500 -0.647 -0.382 0.323
O 5.131691 -2.336369 0.467263 -0.665 -0.294 -1.373
O 6.237391 1.686089 -4.752867 0.882 1.106 -0.268
O -3.440354 -5.622151 -0.215825 0.137 -0.118 0.546
O -5.040129 2.324800 -2.050943 -0.163 -0.080 0.858
O 4.470661 3.813451 3.536804 0.494 -0.096 0.287
O -2.163419 -2.125144 -3.536460 0.921 -0.462 -0.724
O -2.798770 1.722674 3.624065 0.632 0.076 -0.556
O -0.661663 0.205329 -0.733491 0.074 -0.386 1.025
O 0.818840 -5.254171 -1.871955 0.888 0.636 0.739
O 4.980810 4.741888 -1.387935 0.167 0.124 -0.123
O -0.348570 -2.720608 4.529237 1.860 -0.141 -0.581
N -0.069761 -3.916460 -4.326808 -0.369 -1.248 -0.963
N 0.886492 3.279061 4.226509 0.159 0.095 -0.576
N -5.844296 3.749420 3.839191 0.659 0.486 -0.430
N -2.028581 -5.031769 2.288794 -0.016 0.904 -0.484
N 4.726582 -0.110451 3.215048 -0.315 0.998 0.309
N 3.550647 0.859539 -4.497149 0.566 0.387 0.651
N -3.515588 0.398035 0.713650 -1.080 -0.213 -0.608
C 2.521903 0.878720 -3.446848 0.080 0.661 -0.456
C -4.395570 3.492706 3.508803 -1.162 1.015 0.918
C 0.351541 0.015677 0.282690 -0.370 -1.709 0.119
C -0.548046 2.962270 -2.779065 1.135 0.240 -0.952
C 0.290843 -6.084006 -5.489539 0.515 1.138 -0.060
C -0.090873 -1.232180 1.101825 0.240 0.428 -0.394
C 7.159242 2.252487 -5.716658 -1.290 -0.296 0.406
C -5.829790 1.268401 0.551212 0.456 -0.234 -0.388
C -3.403906 4.496182 4.137174 -0.143 -0.531 0.166
C -2.851669 -6.647993 0.582812 0.121 0.313 0.133
C 4.726352 0.022078 -4.108854 -0.745 0.845 0.671
C 4.132505 0.540023 0.838378 0.254 -0.206 0.593
C 5.907042 0.348494 -4.975366 0.374 -0.746 -1.175
C 4.862834 5.150290 3.808436 -0.067 -0.182 -0.002
C 2.278747 -4.786181 -0.002316 -0.099 0.181 -1.106
C 0.503319 1.211477 1.148989 -0.933 1.493 0.249
C -2.465176 0.399353 3.968685 0.663 -0.168 1.066
C -1.658141 -6.184101 1.457500 0.025 0.859 0.556
C -1.564452 -7.570553 -5.697220 0.031 0.466 0.421
C -5.919176 -2.397252 2.578281 0.450 -0.577 -0.013
C 3.336738 6.305092 -0.468166 -0.095 0.938 1.016
C -0.848430 5.289274 0.696297 2.089 -1.193 -0.461
C 2.785913 2.599543 5.633753 -0.587 0.018 -0.867
C -0.038080 -2.475216 -4.366547 0.472 -0.097 -0.427
C 6.090595 -3.215135 -0.009000 0.118 -0.491 -0.719
C 1.767668 -4.270582 -1.368072 0.560 -0.105 -0.372
C -1.421554 -3.377340 3.946457 -0.907 0.914 0.402
C -2.180427 5.731865 0.213227 -0.487 0.486 -1.187
C -4.136473 2.058222 3.865008 0.103 -0.663 0.664
C 3.904357 4.917666 -0.459627 1.305 0.136 0.201
C -4.036305 1.961569 -1.131135 -0.461 -0.307 -0.125
C -4.601745 3.291750 -2.935981 -0.292 0.751 -0.866
C -3.054958 -1.643912 -2.610344 -0.552 0.628 1.221
C 5.532724 -1.581124 1.527568 0.579 0.899 1.379
C 4.417756 -0.596226 1.871620 -0.051 0.174 -0.053
C 2.834409 3.919842 -0.673512 -0.145 -1.033 0.456
C 0.573742 -4.530936 -5.517750 -0.238 -1.176 0.281
C -4.583341 0.845790 -0.256564 0.694 0.303 1.629
C -0.784936 -1.829284 -3.247940 -0.940 -0.037 -0.251
C 2.933435 -4.085217 -2.379003 -0.190 -0.668 0.731
C -2.574335 -5.065274 -1.149032 1.277 0.886 0.106
C -5.660320 -2.979376 0.126034 0.356 0.074 0.016
C 2.246563 3.605430 4.612390 0.534 -0.635 1.402
C -2.656925 6.984701 0.884821 -0.611 0.378 -0.494
C -0.578361 -2.057473 5.703118 -0.112 0.035 1.255
C -5.024773 -3.067423 1.511923 -0.222 0.716 -0.198
C -0.889446 -4.282054 2.891645 -0.729 -1.077 -0.997
C 1.380207 1.871985 -3.805155 -0.592 -0.288 0.996
C 3.101215 3.581248 3.377076 -0.542 1.146 -1.606
H -1.438111 -1.367464 5.652210 0.410 0.102 -0.044
H 3.876545 1.818029 -4.606243 0.180 -0.168 -0.060
H -2.785464 -2.027584 -1.630868 -0.064 0.124 0.564
H -0.243725 -5.015987 3.369735 0.194 -0.062 0.105
H -3.734483 -7.002155 1.131416 0.650 -0.125 0.363
H 0.503759 -6.538680 -4.499916 -0.047 0.433 -0.199
H 6.782511 -0.294887 -4.775030 -0.288 -0.009 0.240
H 4.946676 1.289436 0.736249 -0.111 -0.638 0.130
H 3.822605 2.797870 5.813951 0.613 0.022 0.194
H 0.211325 -4.107661 -6.473069 -0.303 -0.233 0.276
H -2.360832 4.309170 3.872698 -0.127 -0.062 -0.380
H 2.217647 3.818838 0.230468 -0.014 0.045 -0.293
H 3.027487 -4.145303 0.486399 -0.424 0.058 -0.256
H -4.989958 -3.488047 -0.571017 -0.130 0.083 -0.054
H 3.937306 0.090664 -0.145366 -0.113 0.282 0.195
H 3.753597 -3.457882 -1.987319 -0.571 0.044 -0.162
H 3.346171 2.972149 -0.846204 -0.402 -0.224 -0.111
H -0.496023 -2.095383 -5.293267 0.338 0.072 -0.066
H -2.937110 4.956335 0.378923 0.263 -0.056 0.172
H -0.488264 1.513048 1.482015 -0.347 0.207 -0.034
H -4.783415 1.419505 3.274987 -0.402 -0.210 -0.101
H -2.788441 -0.382291 3.277198 -0.222 0.238 -0.242
H -2.054145 -5.808794 -1.740760 0.059 -0.436 -0.271
H -6.053381 3.850833 4.827701 0.384 -0.115 0.033
H 2.655902 1.562847 5.311008 0.044 0.103 -0.186
H 4.375700 -1.000121 -4.171149 0.353 -0.431 -0.169
H -0.303040 -2.099376 0.482714 0.457 -0.129 -0.438
H 4.440564 4.683908 0.481605 -0.512 0.362 -0.128
H -1.172528 3.023604 -1.883012 0.403 -0.286 -0.011
H -4.340560 1.843112 4.942385 -0.183 0.378 -0.445
H -6.943111 -2.791487 2.496409 0.293 0.053 0.187
H -5.518792 -2.569568 3.594067 -0.241 0.044 -0.427
H -2.843839 0.146654 4.974334 -0.245 0.117 -0.226
H 2.715428 6.510841 -1.344505 -0.011 -0.187 0.014
H 2.210262 4.192246 -1.515282 -0.238 -0.132 -0.271
H 0.717136 1.456028 -4.564541 0.024 -0.134 -0.185
H -1.070125 -1.090987 1.572872 0.246 0.477 0.289
H 8.089273 1.690204 -5.804247 0.012 -0.109 0.130
H 6.644961 2.287754 -6.684034 0.239 -0.067 -0.085
H -1.321157 -6.936745 2.171256 -0.246 -0.580 -0.283
H 2.713405 6.425873 0.450165 0.232 0.034 -0.679
H 2.551701 -3.721646 -3.333284 0.129 0.142 0.012
H -2.482892 -7.442170 -0.069413 -0.032 -0.204 -0.102
H -3.130870 -4.411703 -1.793838 -0.457 0.169 -0.388
H -0.638637 4.305259 0.217027 0.153 0.561 0.365
H -5.964728 -1.324960 2.406954 0.027 0.180 -0.037
H 0.673264 -1.494392 1.850040 -0.366 0.088 -0.162
H -4.803601 -0.011583 -0.883894 -0.139 -0.125 -0.152
H -5.564376 2.073580 1.238066 0.035 -0.117 0.206
H 1.295779 -3.280185 -1.281162 -0.248 -0.229 0.279
H 6.419442 -3.973627 0.724688 -0.097 0.339 -0.116
H 3.005127 2.612835 2.871870 -0.064 0.151 0.133
H -2.072306 -2.561821 3.581897 -0.347 -0.701 -0.355
H 0.239289 3.133679 4.989281 0.162 0.134 0.129
H 2.164541 -0.146066 -3.405283 -0.511 -0.058 0.331
H 0.551895 4.033354 3.642468 -0.438 -0.077 -0.054
H 1.038479 1.157847 2.084990 0.571 -0.636 0.111
H -4.280780 4.238622 -2.469614 -0.188 -0.222 0.147
H -0.756220 -5.940189 0.865788 -0.389 -0.215 -0.388
H 0.369131 -1.574715 5.997572 -0.571 0.197 -0.199
H -3.297685 1.075026 1.439469 -0.201 0.219 -0.159
H 4.338145 5.536225 4.694252 0.109 0.104 -0.224
H -3.612136 7.236147 0.423454 -0.134 0.188 0.218
H -0.771116 5.128199 1.774740 -0.472 0.023 0.015
H 6.511895 -1.037722 1.390366 -0.655 -0.381 -0.234
H 2.743861 -5.746394 -0.204331 0.129 -0.255 0.077
H 4.710369 4.922019 -2.292148 -0.266 0.043 -0.052
H 3.884903 -0.062923 3.800557 0.550 0.145 -0.393
H -0.810204 -2.766256 6.508876 -0.114 -0.080 0.117
H 2.229186 2.725451 6.531150 -0.351 -0.004 1.019
H -3.410780 4.427604 5.225043 -0.273 -0.036 0.157
H -0.270335 -3.715851 2.176708 -0.199 -0.179 -0.016
H -5.443106 3.475579 -3.612418 0.237 0.191 0.040
H 3.265802 1.119332 1.213977 0.225 -0.435 -0.464
H -1.067226 -8.335047 -6.315125 0.160 0.571 -0.165
H 0.963910 -6.591621 -6.206154 -0.391 0.117 -0.039
H 1.022807 -2.239275 -4.328186 0.132 0.603 -0.085
H -1.374341 0.354661 4.085082 -0.180 0.044 -0.387
H 1.423114 -4.968405 0.627963 -0.191 0.059 0.453
H 7.353480 3.276501 -5.402258 0.088 -0.129 0.105
H 0.033349 5.954038 0.465097 -1.100 -0.291 -0.128
H 1.314010 -0.132911 -0.217677 -0.016 -0.500 -0.078
H 3.352759 -5.082133 -2.531273 0.093 -0.027 -0.212
H 2.689012 4.384540 2.694530 0.209 -0.689 0.153
H -1.694364 6.564486 -1.625239 -0.353 -0.568 0.816
H -3.762376 2.936439 -3.530163 0.295 -0.175 -0.212
H -2.635746 -7.577927 -5.927016 0.314 0.209 -0.022
H -3.703805 2.808463 -0.501915 -0.134 -0.022 -0.164
H -6.239578 0.411550 1.098089 0.187 0.247 0.027
H -3.187742 1.604016 -1.721686 0.370 -0.092 0.234
H 1.651684 -4.358944 -5.576831 0.060 0.019 0.601
H -6.636771 -3.474001 0.082891 0.078 0.226 0.032
H 4.115207 7.073277 -0.428694 -0.020 -0.133 0.026
H 6.930590 -2.675745 -0.432999 0.612 0.203 0.277
H -4.060804 -1.987209 -2.816546 -0.153 -0.274 -0.368
H -4.425104 3.645442 2.437809 0.551 -0.273 -0.465
H -3.822844 -1.529475 1.253538 0.186 0.180 -0.053
H 5.646982 -3.695557 -0.873236 -0.144 -0.493 0.024
H 5.670097 -2.253436 2.392641 0.056 0.360 0.071
H 2.914944 1.153417 -2.446974 -0.085 -0.062 -0.291
H 1.684951 2.865774 -4.151175 0.611 -0.179 -0.140
H 5.935888 5.093562 4.040852 -0.357 0.215 -0.207
H -3.681679 5.510731 3.867997 0.020 0.153 -0.088
H -6.095927 4.640577 3.404285 -0.066 -0.386 0.214
H -1.971826 -3.972502 4.680881 -0.125 -0.037 0.103
H -1.990091 7.834601 0.719984 0.142 -0.109 0.168
H 5.075484 0.190851 -3.060313 -0.495 0.045 -0.362
H 3.508565 -1.210351 1.928721 0.063 0.110 -0.015
H 0.923490 2.044715 0.582058 0.009 0.061 -0.047
H -6.619880 1.669618 -0.070811 -0.068 -0.042 -0.364
H -2.664687 0.230091 0.200151 0.491 -0.071 -0.170
H -1.157665 2.655009 -3.638503 -0.008 -0.316 0.196
H -1.043914 -4.223251 -4.415496 0.182 0.187 0.321
H -1.762413 -4.426756 -0.717403 -0.500 -0.424 0.092
H -0.468107 -2.187597 -2.249714 -0.311 0.214 -0.307
H -0.677143 -0.747072 -3.348030 0.295 0.143 0.438
H 5.126267 0.835802 3.142964 -0.318 -0.538 0.315
H -0.393763 0.961212 -1.246030 0.380 0.508 -0.645
H -0.199570 3.978031 -3.037220 -0.087 -0.148 0.278
H 0.519330 -4.944062 -2.743496 -0.086 0.358 -0.092
H -4.890164 -4.117918 1.741479 0.211 -0.175 0.225
H -5.733399 -1.917729 -0.164526 -0.217 -0.344 -0.003
H 2.329857 4.591085 5.101860 -0.056 -0.002 -0.193
H -3.119619 -0.540355 -2.550922 0.340 -0.196 -0.148
H -2.808592 6.801358 1.946532 0.088 0.154 0.091
H -2.542631 -4.381007 1.685520 0.107 -0.078 0.362
H 5.671385 0.179981 -6.043840 -0.136 0.136 0.189
H -1.431891 -7.866645 -4.661107 -0.092 -0.301 0.309
H 4.680280 5.816768 2.932297 0.092 -0.370 0.499
```
Forces are in eV/Å.

Properties
Kohn-Sham gap: 8.49 eV
net charge: 0
molar mass: 1056.605 g mol⁻¹
HOMO level: -8.18 eV
structure (SMILES): COC[C@H](C)N.COC[C@H](C)N.COC[C@H](C)N.COC[C@H](C)N.COCCNCCOC.COCCNCCOC.COCCNCCOC.CC(C)O.CC(C)O.CC(C)O.CC(C)O.CC(C)O
relative energy (zero: lowest compared OMol25 entry of this formula, charge and spin): 0.000 eV